1.
Below is a molecular structure, C30H29ClN7O10SW, with properties calculated with ωB97M-V/def2-TZVPD.

Geometry (Å):
W (-1.475, 1.227, -1.703)
C (-1.089, 3.119, -5.200)
C (0.040, 2.691, -4.339)
N (-0.019, 2.086, -3.170)
C (1.269, 1.882, -2.742)
C (2.134, 2.376, -3.669)
N (1.336, 2.885, -4.662)
C (3.606, 2.437, -3.797)
O (4.309, 1.896, -2.825)
O (4.099, 2.939, -4.781)
C (1.481, 1.222, -1.437)
O (2.613, 0.945, -1.048)
O (0.398, 0.981, -0.786)
H (-1.881, 2.374, -5.179)
H (-0.746, 3.262, -6.224)
H (-1.514, 4.050, -4.825)
H (1.702, 3.322, -5.493)
H (3.723, 1.503, -2.111)
O (-2.903, -0.024, -2.034)
N (-2.791, -1.199, -2.670)
N (-1.501, -1.339, -2.983)
O (-0.704, -0.264, -2.747)
C (-0.913, -2.534, -3.319)
C (-1.690, -3.700, -3.383)
C (-1.086, -4.895, -3.726)
C (0.275, -4.963, -4.006)
C (1.035, -3.802, -3.939)
C (0.458, -2.589, -3.602)
H (-2.742, -3.648, -3.148)
H (-1.690, -5.793, -3.767)
H (0.735, -5.906, -4.269)
H (2.096, -3.835, -4.154)
H (1.049, -1.686, -3.553)
Cl (-3.065, 2.747, -2.609)
S (-0.896, 3.744, -0.898)
C (0.453, 3.661, 0.105)
N (1.375, 3.622, 0.805)
C (1.371, -2.432, 5.501)
C (1.496, -1.382, 4.428)
C (2.756, -0.983, 3.995)
C (2.897, -0.025, 3.000)
C (1.772, 0.565, 2.448)
C (0.505, 0.176, 2.874)
N (-0.634, 0.755, 2.270)
C (-1.474, 1.644, 2.910)
C (-1.218, 2.029, 4.236)
C (-2.046, 2.909, 4.902)
C (-3.168, 3.442, 4.277)
C (-3.438, 3.060, 2.977)
C (-2.621, 2.174, 2.278)
C (-3.082, 1.827, 0.895)
O (-4.201, 2.049, 0.509)
O (-2.145, 1.244, 0.149)
C (0.352, -0.816, 3.852)
C (-1.022, -1.266, 4.263)
H (2.348, -2.673, 5.920)
H (0.937, -3.355, 5.109)
H (0.725, -2.097, 6.315)
H (3.636, -1.428, 4.448)
H (3.881, 0.285, 2.671)
H (1.861, 1.347, 1.705)
H (-0.635, 0.814, 1.262)
H (-0.332, 1.651, 4.727)
H (-1.801, 3.193, 5.919)
H (-3.815, 4.139, 4.792)
H (-4.308, 3.436, 2.456)
H (-1.363, -0.744, 5.162)
H (-1.040, -2.336, 4.473)
H (-1.739, -1.057, 3.471)
N (1.864, -3.038, 0.671)
C (1.048, -2.061, -0.053)
C (-0.423, -2.180, 0.325)
O (-0.701, -3.214, 1.122)
O (-1.268, -1.418, -0.064)
H (2.426, -3.597, 0.046)
H (0.176, -3.628, 1.294)
H (2.477, -2.576, 1.331)
H (1.116, -2.193, -1.135)
H (1.351, -1.037, 0.154)

Values from the calculation:
Total charge = -1
E_tot = -3222.0246 hartree
2S+1 = 3
Energy relative to the best compared isomer or geometry (same formula, charge and spin) = 0.1 kcal per mole
Expectation value of S² = 2.0191
E_LUMO (spin up / spin down) = 1.93 / 2.10 eV
Gap between HOMO and LUMO (spin up / spin down) = 6.049 / 7.316 eV
Maximum force = 0.014 Eh/bohr

Here are the Löwdin charges for atoms 1 to 6, given in e:
1. W 1.51
2. C -0.02
3. C -0.31
4. N -0.04
5. C -0.13
6. C -0.06


2.
Below is a molecular structure, C30H29N4OPPtS2, with properties calculated with ωB97M-V/def2-TZVPD.

Geometry (Å):
Pt (0.010, -0.139, 0.444)
O (2.745, 1.024, 2.089)
N (1.943, -0.153, 2.145)
C (1.600, -0.348, 3.351)
C (0.825, -1.526, 3.759)
C (1.181, -1.979, 5.030)
C (0.719, -3.184, 5.530)
C (-0.105, -3.963, 4.743)
C (-0.500, -3.505, 3.497)
C (-0.087, -2.268, 2.987)
P (-0.930, -1.825, 1.422)
C (-0.707, -3.258, 0.366)
C (0.439, -4.048, 0.458)
C (0.616, -5.111, -0.417)
C (-0.342, -5.381, -1.386)
C (-1.483, -4.592, -1.486)
C (-1.669, -3.531, -0.612)
C (-2.720, -1.772, 1.715)
C (-3.521, -0.650, 1.540)
C (-4.886, -0.704, 1.796)
C (-5.473, -1.882, 2.211)
C (-4.699, -3.027, 2.345)
C (-3.343, -2.976, 2.091)
H (3.348, 0.849, 1.353)
H (1.977, 0.315, 4.124)
H (1.861, -1.386, 5.624)
H (1.020, -3.515, 6.513)
H (-0.456, -4.923, 5.095)
H (-1.141, -4.143, 2.915)
H (1.190, -3.847, 1.210)
H (1.498, -5.731, -0.333)
H (-0.204, -6.215, -2.061)
H (-2.231, -4.807, -2.235)
H (-2.566, -2.930, -0.685)
H (-3.117, 0.272, 1.169)
H (-5.486, 0.184, 1.655)
H (-6.535, -1.921, 2.407)
H (-5.156, -3.962, 2.634)
H (-2.785, -3.894, 2.156)
S (-1.151, 1.538, 1.523)
C (-0.338, 2.884, 0.702)
N (-1.082, 3.641, -0.085)
C (-0.601, 4.880, -0.708)
C (0.892, 4.751, -0.950)
C (1.592, 4.362, 0.341)
N (0.928, 3.187, 0.915)
H (-2.047, 3.359, -0.184)
H (-0.830, 5.721, -0.050)
H (-1.152, 5.015, -1.636)
H (1.292, 5.694, -1.321)
H (1.071, 3.992, -1.715)
H (1.560, 5.171, 1.074)
H (2.637, 4.102, 0.178)
H (1.449, 2.557, 1.519)
S (2.339, -2.494, -2.872)
C (0.997, -2.079, -1.922)
N (1.066, -0.954, -1.263)
C (2.280, -0.313, -1.550)
C (2.635, 0.969, -1.124)
C (3.863, 1.468, -1.496)
C (4.731, 0.714, -2.304)
C (4.366, -0.525, -2.774)
C (3.118, -1.030, -2.393)
H (0.130, -2.718, -1.890)
H (1.941, 1.576, -0.552)
H (4.159, 2.461, -1.187)
H (5.688, 1.127, -2.586)
H (5.019, -1.084, -3.428)

Values from the calculation:
Total charge = +2
E_tot = -2711.4131 hartree
Energy relative to the best compared isomer or geometry (same formula, charge and spin) = 60.8 kcal per mole
E_LUMO (spin up / spin down) = -7.04 / -7.04 eV
Gap between HOMO and LUMO (spin up / spin down) = 6.728 / 6.728 eV
Maximum force = 0.033 Eh/bohr

Here are the Löwdin charges for atoms 1 to 6, given in e:
1. Pt 0.68
2. O -0.09
3. N -0.04
4. C -0.11
5. C -0.18
6. C -0.01


3.
Below is a molecular structure, C30H29N8O5SSeY, with properties calculated with ωB97M-V/def2-TZVPD.

Geometry (Å):
Y (-0.282, 0.188, 0.364)
O (0.538, -2.303, 3.590)
C (-0.117, -1.484, 2.935)
N (0.232, -0.245, 2.567)
C (1.489, 0.213, 3.136)
C (2.106, 1.332, 2.338)
C (3.446, 1.647, 2.518)
C (3.995, 2.684, 1.788)
C (3.182, 3.398, 0.916)
C (1.865, 3.014, 0.789)
N (1.330, 1.992, 1.471)
C (-1.515, -1.879, 2.488)
C (-2.170, -2.911, 3.136)
C (-3.460, -3.227, 2.740)
C (-4.034, -2.514, 1.700)
C (-3.293, -1.519, 1.089)
N (-2.057, -1.199, 1.472)
H (1.313, 0.590, 4.153)
H (2.200, -0.610, 3.250)
H (4.047, 1.058, 3.198)
H (5.046, 2.925, 1.882)
H (3.570, 4.204, 0.310)
H (1.211, 3.506, 0.076)
H (-1.659, -3.428, 3.936)
H (-4.010, -4.016, 3.236)
H (-5.035, -2.728, 1.353)
H (-3.701, -0.968, 0.251)
O (6.594, -0.024, -2.003)
C (5.900, -1.020, -1.771)
O (6.117, -2.243, -1.928)
C (4.521, -0.728, -1.199)
C (4.040, -1.462, -0.119)
C (2.770, -1.221, 0.350)
N (1.950, -0.323, -0.208)
C (2.422, 0.421, -1.227)
C (3.694, 0.259, -1.731)
C (1.485, 1.499, -1.745)
O (1.883, 2.354, -2.508)
O (0.280, 1.434, -1.250)
H (4.660, -2.229, 0.325)
H (2.372, -1.764, 1.203)
H (4.039, 0.899, -2.531)
C (-1.849, 3.599, 1.994)
N (-1.533, 3.937, 0.612)
C (-0.867, 5.079, 0.212)
C (-0.730, 5.003, -1.126)
N (-1.320, 3.824, -1.527)
C (-1.281, 3.307, -2.897)
C (-1.824, 3.179, -0.462)
Se (-2.719, 1.540, -0.470)
H (-1.786, 4.509, 2.585)
H (-1.137, 2.868, 2.378)
H (-2.854, 3.187, 2.045)
H (-0.538, 5.824, 0.913)
H (-0.257, 5.669, -1.825)
H (-1.459, 4.137, -3.578)
H (-2.063, 2.563, -3.004)
H (-0.312, 2.847, -3.080)
C (1.543, -4.964, 2.185)
C (1.665, -4.470, 0.782)
C (2.691, -4.733, -0.071)
C (2.645, -4.181, -1.368)
N (1.642, -3.401, -1.771)
C (0.655, -3.118, -0.921)
S (-0.651, -2.086, -1.327)
N (0.669, -3.681, 0.320)
C (3.755, -4.415, -2.328)
H (2.429, -5.526, 2.465)
H (0.672, -5.616, 2.278)
H (1.407, -4.124, 2.872)
H (3.522, -5.346, 0.243)
H (-0.113, -3.461, 0.929)
H (4.286, -5.340, -2.114)
H (4.480, -3.591, -2.228)
H (3.374, -4.411, -3.347)

Values from the calculation:
E_tot = -4813.0898 hartree
Energy relative to the best compared isomer or geometry (same formula, charge and spin) = 14.3 kcal per mole
E_LUMO = -0.41 eV
Gap between HOMO and LUMO = 7.237 eV
Maximum force = 0.024 Eh/bohr

Here are the Löwdin charges for atoms 1 to 6, given in e:
1. Y 1.18
2. O 0.00
3. C -0.53
4. N -0.08
5. C -0.17
6. C -0.28